Below is a cluster of 2 separate species, C3H6N2O in total in a non-equilibrium geometry, with properties calculated with wB97M-V/def2-TZVPD.

Values from the calculation:
- energy above the lowest of the compared OMol25 structures with the same formula, charge and spin (kJ/mol) = 270.1
- charge = 0
- total energy (eV) = -8233.89939
- max |F| (eV/A) = 1.4
- HOMO energy (eV) = -8.838
- orbital gap (eV) = 7.907
- LUMO level (eV) = -0.931

Geometry (Å):
N 1.210 1.557 -1.134
C 1.343 0.543 -0.590
C 1.977 -0.634 0.031
O 1.464 -1.690 0.284
H 3.040 -0.408 0.199
C -1.532 0.219 0.684
N -1.120 -0.134 -0.653
H -0.830 0.843 1.269
H -1.726 -0.688 1.264
H -2.471 0.772 0.601
H -0.634 -1.007 -0.770
H -0.721 0.626 -1.184



Below is a cluster of 2 separate species, C3H7BrO in total in a non-equilibrium geometry, with properties calculated with wB97M-V/def2-TZVPD.

Values from the calculation:
- energy above the lowest of the compared OMol25 structures with the same formula, charge and spin (kJ/mol) = 506.1
- charge = 0
- total energy (eV) = -75309.14138
- max |F| (eV/A) = 4.9
- HOMO energy (alpha / beta) (eV) = -8.221 / -8.222
- orbital gap (alpha / beta) (eV) = 6.714 / 6.715
- LUMO level (alpha / beta) (eV) = -1.507 / -1.507

Geometry (Å):
C 0.486 -1.976 0.620
C -0.452 1.795 -1.013
C 1.239 -0.620 0.674
O 0.678 1.129 -0.981
Br 3.091 -0.610 0.291
H 0.719 -2.642 -0.251
H 0.841 -2.699 1.472
H -0.570 -1.684 0.842
H -1.224 1.329 -0.204
H -0.928 1.562 -2.017
H -0.179 2.940 -0.908
H 0.718 0.099 1.386



Below is a cluster of 9 separate species, C21H45F3N3O7S4 in total in a non-equilibrium geometry, with properties calculated with wB97M-V/def2-TZVPD.

Values from the calculation:
- charge = -1
- total energy (eV) = -92800.45115
- max |F| (eV/A) = 2.8
- HOMO energy (eV) = -5.358
- orbital gap (eV) = 7.117
- LUMO level (eV) = 1.759

Geometry (Å):
C -12.027 -7.901 -16.254
O -12.046 -9.333 -16.222
O -11.532 -7.455 -17.401
C -13.455 -7.422 -15.868
F -13.669 -6.115 -16.004
F -14.412 -8.085 -16.549
F -13.654 -7.708 -14.550
C -11.145 -9.983 -15.352
C -11.792 -10.234 -14.014
H -11.070 -10.691 -13.323
H -12.025 -9.293 -13.508
H -12.639 -10.922 -13.997
H -10.215 -9.448 -15.132
H -10.926 -10.934 -15.842
H -11.377 -7.598 -15.406
C -8.530 -8.289 -18.601
C -7.209 -8.489 -18.021
N -6.167 -8.553 -17.541
H -8.582 -8.777 -19.573
H -8.587 -7.211 -18.758
H -9.349 -8.664 -17.992
C -11.159 -11.112 -18.880
C -9.717 -11.315 -18.889
N -8.577 -11.422 -18.993
H -11.485 -10.471 -19.695
H -11.419 -10.596 -17.951
H -11.682 -12.067 -18.893
C -12.923 -12.101 -11.400
C -11.805 -12.989 -11.712
N -10.929 -13.689 -11.948
H -12.540 -11.113 -11.148
H -13.466 -12.501 -10.547
H -13.568 -12.019 -12.270
C -14.254 -11.352 -17.440
S -15.643 -12.508 -17.426
O -16.872 -11.758 -17.001
C -15.745 -12.734 -19.227
H -14.155 -10.819 -16.495
H -14.276 -10.702 -18.309
H -13.356 -11.977 -17.410
H -14.776 -13.114 -19.570
H -15.974 -11.826 -19.780
H -16.428 -13.548 -19.463
C -7.507 -5.695 -16.234
S -8.435 -6.612 -14.929
O -7.611 -6.643 -13.677
C -9.663 -5.312 -14.583
H -8.071 -5.723 -17.168
H -6.557 -6.193 -16.396
H -7.447 -4.644 -15.954
H -9.165 -4.351 -14.457
H -10.143 -5.603 -13.651
H -10.406 -5.235 -15.379
C -16.264 -9.933 -14.398
S -16.275 -11.284 -13.143
O -16.897 -10.685 -11.910
C -17.647 -12.164 -13.932
H -15.398 -9.303 -14.223
H -17.213 -9.418 -14.535
H -16.126 -10.435 -15.365
H -17.432 -12.345 -14.985
H -18.596 -11.647 -13.807
H -17.741 -13.095 -13.366
C -16.649 -6.255 -18.399
S -15.965 -6.509 -20.045
O -15.545 -5.166 -20.582
C -14.399 -7.273 -19.485
H -17.556 -5.656 -18.507
H -15.981 -5.687 -17.753
H -16.941 -7.221 -17.988
H -14.548 -8.306 -19.173
H -13.945 -6.622 -18.745
H -13.756 -7.347 -20.362
C -13.053 -6.062 -11.880
C -12.816 -5.149 -10.710
O -12.879 -5.553 -9.565
C -12.716 -3.645 -10.935
H -14.081 -6.423 -11.913
H -12.466 -6.983 -11.831
H -12.786 -5.601 -12.832
H -13.492 -3.339 -11.636
H -11.718 -3.409 -11.312
H -12.848 -3.198 -9.955



Below is the molecule C3H7NO2S in a non-equilibrium geometry, with properties calculated with wB97M-V/def2-TZVPD.

Values from the calculation:
- energy above the lowest of the compared OMol25 structures with the same formula, charge and spin (kJ/mol) = 381.9
- charge = 0
- total energy (eV) = -19641.64664
- max |F| (eV/A) = 5.8
- HOMO energy (alpha / beta) (eV) = -9.947 / -9.947
- orbital gap (alpha / beta) (eV) = 8.164 / 8.164
- LUMO level (alpha / beta) (eV) = -1.783 / -1.783

Geometry (Å):
C -0.063 -0.533 0.564
C -0.584 1.954 -0.153
C 0.286 0.750 -0.247
N -1.225 -0.998 0.368
O 0.830 -3.257 0.319
O 1.240 -1.637 -1.571
S 1.266 -1.966 -0.173
H 0.427 -0.558 1.624
H -1.410 1.940 -0.918
H 0.197 2.732 -0.447
H -1.003 2.037 0.863
H 1.291 0.982 0.149
H 0.373 0.269 -1.254
H -1.625 -1.716 0.877



Below is a cluster of 2 separate species, C4H10ClNS in total in a non-equilibrium geometry, with properties calculated with wB97M-V/def2-TZVPD.

Values from the calculation:
- energy above the lowest of the compared OMol25 structures with the same formula, charge and spin (kJ/mol) = 193.5
- charge = 0
- total energy (eV) = -29155.11999
- max |F| (eV/A) = 3.7
- HOMO energy (eV) = -7.448
- orbital gap (eV) = 8.196
- LUMO level (eV) = 0.748

Geometry (Å):
C -1.344 -1.173 -0.232
C -0.443 0.822 -1.502
C 1.398 0.196 0.645
C -0.733 0.178 -0.183
N 1.391 -0.673 1.778
S -1.502 1.120 1.101
Cl 2.604 -0.341 -0.565
H -0.885 -1.738 -0.970
H -2.393 -1.040 -0.435
H -1.131 -1.696 0.777
H 0.093 1.850 -1.392
H -1.313 0.766 -2.166
H 0.257 0.193 -2.052
H 1.184 1.226 0.736
H 2.011 -0.379 2.657
H 1.832 -1.553 1.382
H -1.024 2.243 0.422



Below is a cluster of 2 separate species, C3H10NO2 in total in a non-equilibrium geometry, with properties calculated with wB97M-V/def2-TZVPD.

Values from the calculation:
- energy above the lowest of the compared OMol25 structures with the same formula, charge and spin (kJ/mol) = 75.0
- charge = +1
- total energy (eV) = -8851.56338
- max |F| (eV/A) = 1.1
- HOMO energy (eV) = -14.425
- orbital gap (eV) = 10.988
- LUMO level (eV) = -3.437

Geometry (Å):
C -0.697 0.068 0.583
C -0.912 1.592 0.609
C -0.629 2.193 -0.754
O 0.453 2.044 -1.251
N 0.633 -0.287 -0.012
H -1.505 -0.382 0.030
H -0.673 -0.318 1.594
H -0.191 2.086 1.257
H -1.936 1.757 0.901
H -1.393 2.710 -1.356
H 0.681 -1.297 -0.166
H 1.338 0.136 0.582
H 0.804 0.181 -0.908
H 0.579 -3.617 -0.333
H 2.074 -3.763 -0.385
O 1.374 -3.104 -0.390



Below is a structure of composition C16H25F4N2O3Pt in a non-equilibrium geometry, with properties calculated with wB97M-V/def2-TZVPD.

Values from the calculation:
- energy above the lowest of the compared OMol25 structures with the same formula, charge and spin (kJ/mol) = 81.6
- charge = +3
- total energy (eV) = -40203.41515
- max |F| (eV/A) = 2.5
- HOMO energy (alpha / beta) (eV) = -19.017 / -19.012
- orbital gap (alpha / beta) (eV) = 5.326 / 5.317
- LUMO level (alpha / beta) (eV) = -13.692 / -13.695

Geometry (Å):
Pt 0.059 0.277 0.229
C -1.657 -0.854 2.575
O -1.484 -0.789 1.140
C -2.559 -1.257 0.320
C -3.223 -0.108 -0.396
O -2.148 0.673 -0.916
C -2.268 2.086 -0.839
C -2.123 2.574 0.577
O -0.954 1.967 1.193
C -0.682 2.490 2.516
H -1.870 -1.876 2.881
H -0.730 -0.528 3.036
H -2.483 -0.220 2.898
H -2.097 -1.897 -0.431
H -3.294 -1.841 0.873
H -3.822 -0.543 -1.198
H -3.875 0.504 0.228
H -1.478 2.479 -1.470
H -3.223 2.421 -1.248
H -2.008 3.660 0.569
H -2.994 2.332 1.187
H -0.282 3.502 2.451
H -1.601 2.520 3.100
H 0.034 1.832 3.000
C 1.021 3.140 -0.497
N 1.513 1.758 -0.335
C 2.484 1.660 0.789
C 2.013 1.252 -1.619
C 2.369 -0.192 -1.573
N 1.372 -0.976 -0.838
C 1.430 -2.281 -0.912
C 0.591 -3.143 -0.061
F -0.075 -2.586 0.895
C 0.508 -4.487 -0.228
F -0.281 -5.180 0.550
C 1.257 -5.125 -1.232
C 2.144 -4.385 -2.023
F 2.858 -4.985 -2.936
C 2.288 -3.040 -1.859
F 3.178 -2.439 -2.583
H 1.860 3.788 -0.765
H 0.599 3.510 0.428
H 0.291 3.200 -1.297
H 3.370 2.263 0.568
H 2.804 0.637 0.954
H 2.037 2.056 1.696
H 2.898 1.812 -1.935
H 1.242 1.425 -2.368
H 3.344 -0.366 -1.109
H 2.473 -0.521 -2.604
H 1.175 -6.200 -1.382



Below is a structure of composition C36H47F2N5OSSi2Y in a non-equilibrium geometry, with properties calculated with wB97M-V/def2-TZVPD.

Values from the calculation:
- energy above the lowest of the compared OMol25 structures with the same formula, charge and spin (kJ/mol) = 86.3
- charge = +1
- total energy (eV) = -80655.73295
- max |F| (eV/A) = 3.0
- HOMO energy (alpha / beta) (eV) = -8.157 / -8.156
- orbital gap (alpha / beta) (eV) = 5.232 / 5.232
- LUMO level (alpha / beta) (eV) = -2.924 / -2.924

Geometry (Å):
Y 0.287 0.669 -0.887
F -2.910 -4.370 -1.023
C -2.052 -3.584 -1.703
C -1.801 -2.329 -1.191
C -0.882 -1.474 -1.783
C -0.148 -1.871 -2.951
C -0.444 -3.225 -3.368
F 0.547 -3.853 -4.079
C -1.352 -4.120 -2.772
C 0.760 -0.935 -3.641
C 1.344 -1.182 -4.887
C 2.093 -0.159 -5.475
C 2.179 1.091 -4.796
C 1.876 1.166 -3.490
N 0.997 0.256 -2.956
H -2.429 -1.956 -0.409
H -1.543 -5.149 -3.081
H 1.157 -2.143 -5.387
H 2.580 -0.368 -6.393
H 2.565 1.934 -5.305
H 2.087 2.086 -2.949
C 1.624 1.050 3.277
Si 1.872 -0.816 3.580
C 0.517 -1.299 4.855
C 3.641 -0.831 4.266
C 1.522 -1.816 2.008
C 2.346 -1.461 0.924
C 3.448 -2.295 0.516
C 4.394 -1.876 -0.396
C 4.401 -0.522 -0.771
C 3.299 0.224 -0.432
N 2.185 -0.252 0.163
Si 0.868 -3.579 2.097
C 1.566 -4.527 3.562
C -1.002 -3.564 2.364
C 1.263 -4.459 0.501
H 1.626 1.598 4.200
H 0.679 1.311 2.777
H 2.469 1.454 2.705
H -0.460 -0.891 4.536
H 0.797 -0.852 5.798
H 0.265 -2.340 5.066
H 3.697 -0.143 5.113
H 4.333 -0.441 3.490
H 3.987 -1.841 4.531
H 3.609 -3.221 1.059
H 5.108 -2.625 -0.753
H 5.247 -0.074 -1.307
H 3.219 1.214 -0.795
H 0.892 -4.184 4.375
H 2.651 -4.260 3.753
H 1.404 -5.606 3.415
H -1.299 -3.030 3.289
H -1.496 -4.522 2.433
H -1.517 -3.052 1.538
H 2.335 -4.590 0.335
H 0.788 -3.957 -0.351
H 0.910 -5.464 0.556
C -2.771 2.061 3.547
N -3.050 2.497 2.206
C -3.790 3.676 1.902
C -4.108 3.619 0.600
N -3.570 2.362 0.059
C -2.811 1.797 1.060
S -1.669 0.560 1.005
C -4.178 1.701 -1.050
C -5.482 2.136 -1.411
C -6.078 1.616 -2.522
C -5.407 0.638 -3.291
C -4.203 0.226 -2.778
N -3.600 0.640 -1.614
H -2.354 2.821 4.173
H -2.025 1.251 3.491
H -3.707 1.716 4.046
H -3.908 4.417 2.672
H -4.633 4.356 0.026
H -6.016 2.846 -0.778
H -7.079 1.893 -2.782
H -5.747 0.128 -4.192
H -3.628 -0.497 -3.358
C -0.934 3.331 -2.384
C -0.031 3.919 -1.268
O 0.909 2.916 -0.833
C 1.887 3.536 0.146
C 2.675 4.700 -0.431
H -1.890 3.944 -2.390
H -1.172 2.303 -2.169
H -0.394 3.388 -3.319
H -0.557 4.256 -0.362
H 0.603 4.752 -1.571
H 2.580 2.730 0.462
H 1.281 3.797 1.005
H 2.932 4.635 -1.524
H 3.653 4.748 0.108
H 2.175 5.638 -0.230



Below is a cluster of 7 separate species, C39H50F4INO15 in total in a non-equilibrium geometry, with properties calculated with wB97M-V/def2-TZVPD.

Values from the calculation:
- charge = 0
- total energy (eV) = -92413.88744
- max |F| (eV/A) = 8.7
- HOMO energy (eV) = -9.431
- orbital gap (eV) = 7.532
- LUMO level (eV) = -1.899

Geometry (Å):
C -2.931 4.164 4.821
C -2.212 2.860 5.544
F -1.201 3.448 6.500
C -1.419 1.873 4.478
C -2.167 1.169 3.360
C -3.784 1.275 3.112
C -4.711 0.569 4.264
C -4.364 -1.003 4.573
F -4.933 -1.605 5.836
C -3.548 -1.918 3.729
F -3.590 -1.924 2.226
F -2.652 -2.927 4.404
C -1.237 0.225 2.340
O -1.383 0.213 1.010
C -0.063 -0.670 3.126
I 0.286 -2.723 2.453
C 0.662 0.004 4.277
C 1.797 -0.796 5.148
C 1.787 -0.484 6.758
C 0.298 -0.314 7.423
N -0.940 -1.116 7.085
O 0.163 0.611 8.414
C 0.226 1.589 4.585
O 1.128 2.548 4.851
H -2.580 4.146 3.682
H -4.094 3.983 4.846
H -2.665 5.186 5.356
H -2.969 2.259 6.242
H -3.997 0.737 2.069
H -4.090 2.402 2.988
H -4.597 1.187 5.265
H -5.848 0.615 3.940
H 2.853 -0.432 4.743
H 1.778 -1.967 5.027
H 2.396 0.489 6.987
H 2.311 -1.411 7.288
H -0.911 -2.087 7.468
H -1.175 -1.094 6.068
O 1.279 -1.945 -3.196
C 0.165 -1.927 -2.701
C -1.064 -1.362 -3.346
C -2.011 -1.248 -2.177
C -1.552 -2.361 -1.272
O -0.145 -2.464 -1.484
H -1.429 -2.067 -4.098
H -0.861 -0.387 -3.794
H -3.064 -1.329 -2.459
H -1.866 -0.282 -1.680
H -2.015 -3.321 -1.525
H -1.751 -2.139 -0.219
O -3.008 4.995 0.766
C -2.420 5.905 1.327
C -2.577 7.363 1.018
C -1.373 7.962 1.701
C -1.135 7.011 2.845
O -1.549 5.733 2.365
H -3.513 7.722 1.455
H -2.558 7.542 -0.059
H -1.523 8.996 2.024
H -0.516 7.942 1.017
H -1.733 7.264 3.726
H -0.080 6.974 3.131
O -0.173 -2.977 -6.106
C 0.920 -3.371 -6.477
C 2.063 -3.736 -5.579
C 3.225 -3.759 -6.540
C 2.570 -4.143 -7.841
O 1.260 -3.582 -7.782
H 1.875 -4.721 -5.144
H 2.205 -2.987 -4.796
H 4.025 -4.443 -6.242
H 3.654 -2.753 -6.622
H 2.481 -5.228 -7.957
H 3.107 -3.737 -8.703
O 4.212 -8.008 -6.117
C 2.994 -8.087 -6.118
C 2.168 -8.772 -5.072
C 0.832 -8.903 -5.760
C 0.823 -7.719 -6.691
O 2.187 -7.520 -7.061
H 2.108 -8.132 -4.188
H 2.585 -9.748 -4.817
H -0.016 -8.915 -5.071
H 0.809 -9.833 -6.342
H 0.457 -6.809 -6.203
H 0.222 -7.908 -7.586
O -2.236 8.029 8.253
C -1.391 7.336 8.795
C -1.277 5.847 8.671
C -0.356 5.504 9.815
C 0.480 6.749 9.950
O -0.380 7.823 9.573
H -0.833 5.602 7.703
H -2.252 5.367 8.783
H 0.238 4.603 9.642
H -0.945 5.351 10.727
H 1.346 6.744 9.280
H 0.828 6.898 10.977
O 6.358 -1.338 -9.499
C 5.453 -1.319 -10.317
C 5.570 -0.836 -11.731
C 4.125 -0.671 -12.129
C 3.429 -1.705 -11.283
O 4.190 -1.781 -10.079
H 6.072 -1.601 -12.330
H 6.111 0.112 -11.780
H 3.948 -0.801 -13.200
H 3.779 0.332 -11.849
H 3.423 -2.693 -11.756
H 2.400 -1.417 -11.051